Density functional theory data (wB97M-V/def2-TZVPD) for an isolated molecule of C27H34N4O6 in a non-equilibrium geometry.

Geometry as XYZ:
```
71
Properties=species:S:1:pos:R:3:forces:R:3
C 4.488 3.119 -2.455 -0.17 -0.07 0.15
C 3.538 2.513 -1.430 0.11 -0.07 -0.11
C 3.098 1.064 -1.714 0.24 0.07 0.08
C 4.288 0.101 -1.707 -0.08 0.18 0.01
C 2.336 0.956 -3.034 0.14 0.02 0.23
N 2.159 0.662 -0.663 -0.15 0.01 -0.53
C 2.436 0.585 0.642 -0.37 -0.24 0.29
O 3.512 0.815 1.157 0.31 0.20 0.19
C 1.225 0.143 1.502 0.09 0.25 -0.01
C 0.066 1.111 1.421 -0.14 0.10 0.20
C -1.213 0.719 1.786 0.22 0.17 0.03
C -2.281 1.594 1.716 -0.22 0.18 0.11
C -2.081 2.902 1.287 0.30 -0.04 0.00
O -3.055 3.839 1.163 0.27 0.11 -0.06
C -4.393 3.442 1.364 -0.22 -0.09 0.00
C -0.787 3.315 0.970 -0.30 0.08 0.02
C 0.268 2.432 1.035 -0.04 -0.18 0.14
N 0.830 -1.236 1.188 -0.15 0.25 0.21
C 1.481 -2.240 2.018 0.32 -0.07 0.10
C 2.955 -2.245 1.765 -0.07 -0.51 -0.68
C 3.689 -2.648 0.687 -0.45 0.09 0.51
C 5.033 -2.322 0.984 0.14 0.22 0.46
C 5.012 -1.744 2.214 0.60 -0.20 -0.63
O 3.764 -1.698 2.694 -0.36 0.06 0.46
C 0.081 -1.506 0.106 -0.03 -0.44 0.09
O -0.303 -0.625 -0.659 -0.02 0.04 -0.29
C -0.297 -2.959 -0.149 -0.16 0.11 -0.30
C -1.229 -3.098 -1.360 0.02 -0.09 0.09
C -2.680 -2.852 -0.980 0.45 -0.02 -0.24
O -3.479 -3.752 -0.850 -0.19 -0.21 0.05
N -2.976 -1.534 -0.792 0.20 0.55 0.01
C -4.214 -1.045 -0.451 -1.07 0.32 0.30
C -5.437 -1.755 -0.289 -0.31 0.40 0.12
C -6.334 -0.783 0.037 0.52 -0.51 -0.17
C -7.785 -0.825 0.338 0.15 0.23 0.00
O -5.708 0.408 0.070 -0.80 -0.26 0.11
N -4.391 0.238 -0.235 1.15 -0.16 -0.35
H 4.035 3.156 -3.442 0.03 0.04 -0.15
H 4.734 4.136 -2.160 0.07 0.09 -0.04
H 5.415 2.555 -2.514 0.14 -0.03 -0.06
H 4.016 2.525 -0.449 -0.09 0.02 0.02
H 2.637 3.130 -1.373 -0.05 -0.02 0.06
H 4.818 0.176 -0.762 0.07 -0.04 0.05
H 3.935 -0.921 -1.826 -0.04 -0.12 -0.04
H 4.969 0.329 -2.521 0.10 0.02 -0.14
H 1.932 -0.047 -3.150 -0.05 -0.13 -0.04
H 1.513 1.667 -3.057 -0.13 0.10 -0.04
H 2.996 1.156 -3.873 0.04 0.03 -0.09
H 1.199 0.490 -0.942 0.06 0.00 0.14
H 1.593 0.130 2.536 0.05 -0.06 -0.24
H -1.393 -0.293 2.122 -0.04 -0.11 0.00
H -3.263 1.243 1.986 -0.11 0.00 -0.02
H -4.998 4.313 1.118 0.00 -0.07 0.04
H -4.573 3.163 2.408 0.00 -0.01 -0.03
H -4.662 2.610 0.710 0.02 0.05 0.06
H -0.635 4.338 0.663 0.02 0.13 -0.04
H 1.262 2.774 0.790 0.09 0.08 -0.07
H 1.310 -1.989 3.070 -0.05 -0.10 -0.10
H 1.059 -3.224 1.822 0.02 0.12 0.05
H 3.321 -3.119 -0.202 -0.15 -0.09 -0.19
H 5.888 -2.491 0.362 0.24 0.00 -0.07
H 5.790 -1.339 2.829 0.03 0.10 0.16
H 0.619 -3.522 -0.341 -0.02 -0.04 0.11
H -0.784 -3.383 0.733 0.13 -0.07 0.05
H -0.924 -2.393 -2.135 0.02 -0.07 0.01
H -1.167 -4.115 -1.749 -0.09 0.09 0.04
H -2.225 -0.850 -0.868 0.02 -0.19 -0.05
H -5.587 -2.806 -0.403 -0.10 -0.18 0.00
H -8.333 -0.213 -0.376 -0.08 -0.01 -0.03
H -7.974 -0.428 1.334 -0.06 -0.02 0.06
H -8.140 -1.849 0.283 -0.03 -0.03 0.00
```
Positions in Å, forces in eV/Å.

Computed properties:
* frontier orbital gap: 8.624 eV
* strongest force on any atom: 1.22 eV/A
* SMILES: CCC(C)(C)NC(=O)[C@@H](c1ccc(OC)cc1)N(Cc1ccco1)C(=O)CCC(=O)Nc1cc(C)on1